# 1
DFT (the ωB97M-V functional and the def2-TZVPD basis) results for a 2-piece molecular cluster, C11H24Br2N2O6P2S overall.

For the HOMO-LUMO gap, the calculation gives 9.55 eV. Its multiplicity is 1. Its SMILES is C[C@@H](O)CNCCO[C@@]1(PP(=O)(O)O)NC(=O)C[C@H]1S.BrCCBr.

XYZ file:
```
48
C11H24Br2N2O6P2S (the ωB97M-V functional and the def2-TZVPD basis)
C -2.724 2.576 3.011
C -1.583 1.629 2.352
O -0.843 0.875 3.341
C -2.183 0.573 1.314
N -3.052 1.258 0.307
C -2.444 1.157 -1.049
C -1.056 1.994 -1.173
O 0.007 1.008 -1.158
C 1.297 1.562 -1.498
P 2.204 0.066 -2.318
P 2.056 -1.701 -1.052
O 3.410 -2.431 -1.145
O 0.853 -2.816 -1.575
O 1.792 -1.362 0.600
N 1.418 2.590 -2.553
C 1.481 3.959 -2.050
O 1.174 5.026 -2.611
C 2.011 3.712 -0.539
C 2.268 2.120 -0.356
S 1.895 1.787 1.434
H -3.309 2.000 3.795
H -3.397 3.022 2.192
H -2.150 3.475 3.439
H -0.851 2.355 1.852
H -0.144 1.417 3.754
H -2.862 -0.141 1.911
H -1.396 -0.058 0.789
H -3.986 0.815 0.331
H -3.194 1.657 -1.768
H -2.330 0.080 -1.431
H -1.055 2.712 -0.290
H -1.148 2.585 -2.139
H 1.450 -0.198 -3.527
H 0.416 -3.098 -0.731
H 0.818 -1.427 0.718
H 0.830 2.399 -3.372
H 1.191 4.191 0.094
H 2.921 4.380 -0.318
H 3.373 1.822 -0.449
H 2.380 2.943 2.067
Br 2.287 -5.451 0.364
C 1.013 -6.908 0.590
C 0.113 -7.037 -0.613
Br -1.261 -5.653 -0.619
H 0.472 -6.718 1.516
H 1.625 -7.804 0.710
H -0.435 -7.980 -0.583
H 0.645 -6.961 -1.560
```

=====

# 2
DFT (the ωB97M-V functional and the def2-TZVPD basis) results for C11H24ClCrI2N2P2 as an isolated structure.

For the HOMO-LUMO gap (alpha / beta), the calculation gives 5.50 / 7.20 eV. As for the net charge: +2. Its multiplicity is 4. The expectation value of S² is 3.833. As for the relative energy (zero: lowest compared OMol25 entry of this formula, charge and spin): 1.7 kJ/mol.

XYZ file:
```
43
C11H24ClCrI2N2P2 (the ωB97M-V functional and the def2-TZVPD basis)
I -3.204 -0.719 -3.164
I -0.535 -0.689 -3.912
Cr -0.206 0.125 0.287
P 0.241 2.326 -0.745
C 1.880 2.775 -1.373
C -0.978 2.754 -1.998
H -0.951 3.814 -2.291
H 0.031 4.497 0.441
H -1.972 2.507 -1.605
H -0.962 3.181 1.144
H 2.091 2.147 -2.247
H -0.841 2.104 -2.875
C -0.004 3.426 0.678
H 2.024 3.830 -1.658
H 0.779 3.193 1.408
H 2.638 2.525 -0.620
P -0.585 -2.292 0.657
C 0.769 -3.489 0.531
C -1.028 -2.313 2.417
H -2.816 -2.205 -0.178
H -2.329 -3.917 0.056
H -1.751 -2.935 -1.345
C -1.993 -2.923 -0.273
H -1.811 -1.567 2.582
H -1.362 -3.290 2.787
H 0.561 -4.514 0.879
H 1.633 -3.111 1.093
H -0.151 -1.992 2.990
H 1.083 -3.539 -0.518
Cl -2.434 0.590 0.505
N 5.455 -0.141 2.751
C 4.246 -0.111 2.151
C 3.084 0.214 2.891
C 1.864 0.244 2.237
N 1.777 -0.051 0.918
C 2.866 -0.368 0.184
C 4.128 -0.405 0.766
H 5.552 0.066 3.753
H 6.303 -0.366 2.259
H 3.173 0.434 3.950
H 0.913 0.498 2.710
H 2.687 -0.582 -0.871
H 5.024 -0.645 0.202
```

=====

# 3
DFT (the ωB97M-V functional and the def2-TZVPD basis) results for C11H24ClEuI2N2P2 as an isolated structure.

For the HOMO-LUMO gap (alpha / beta), the calculation gives 4.95 / 6.79 eV. As for the net charge: +2. Its multiplicity is 7. The expectation value of S² is 12.066. As for the relative energy (zero: lowest compared OMol25 entry of this formula, charge and spin): 145.5 kJ/mol.

XYZ file:
```
43
C11H24ClEuI2N2P2 (the ωB97M-V functional and the def2-TZVPD basis)
I -0.714 1.785 -6.143
I 1.819 1.030 -6.768
Eu 1.237 -0.215 -0.548
P 2.166 2.066 0.365
C 2.156 3.224 -1.026
C 1.088 2.681 1.694
H 1.559 3.626 2.009
H 4.127 2.843 1.364
H 1.058 1.920 2.499
H 3.814 1.065 1.797
H 1.115 3.325 -1.413
H 0.059 2.811 1.300
C 3.848 1.838 1.000
H 2.545 4.162 -0.585
H 4.494 1.477 0.172
H 2.804 2.823 -1.839
P 0.452 -2.712 -0.735
C -0.063 -2.961 -2.453
C 1.817 -3.823 -0.304
H -0.626 -2.757 1.417
H -1.200 -4.060 0.234
H -1.785 -2.314 0.124
C -0.953 -2.997 0.385
H 2.148 -3.577 0.728
H 1.370 -4.829 -0.404
H -0.387 -4.019 -2.475
H 0.801 -2.758 -3.128
H 2.658 -3.644 -1.008
H -0.884 -2.250 -2.701
Cl 1.776 -0.995 1.970
N -4.894 0.844 1.757
C -3.610 0.666 1.325
C -3.302 0.578 -0.056
C -1.995 0.383 -0.438
N -0.990 0.293 0.466
C -1.283 0.345 1.785
C -2.549 0.545 2.270
H -5.649 0.914 1.113
H -5.078 0.893 2.750
H -4.100 0.663 -0.813
H -1.690 0.289 -1.493
H -0.421 0.212 2.456
H -2.738 0.611 3.349
```

=====

What is the multiplicity in the third record?
7

=====

Which value of multiplicity does entry 1 give?
1

=====

Look up the multiplicity of the first one.
1